1.
{
  "formula": "C25H22BBaN4OP",
  "method": "ωB97M-V/def2-TZVPD",
  "e_tot_ev": -44950.6808,
  "e_above_lowest_kcal_mol": 1.2,
  "multiplicity": 1,
  "max_force_ev_per_a": 1.07,
  "species": ["Ba", "O", "C", "C", "C", "C", "C", "C", "C", "P", "C", "C", "C", "C", "C", "C", "C", "C", "C", "C", "C", "C", "H", "H", "H", "H", "H", "H", "H", "H", "H", "H", "H", "H", "H", "H", "B", "N", "C", "C", "C", "N", "N", "C", "C", "C", "N", "H", "H", "H", "H", "H", "H", "H", "H"],
  "coordinates": [[0.1494, -0.1175, -2.6864], [2.7635, -0.6330, -2.5089], [2.4688, -0.1881, -1.3937], [3.4938, -0.3204, -0.3177], [4.8163, -0.6804, -0.5305], [5.6812, -0.8026, 0.5484], [5.2110, -0.5806, 1.8340], [3.8823, -0.2353, 2.0564], [3.0122, -0.0958, 0.9803], [1.2826, 0.4996, 1.1386], [0.2682, -0.9190, 0.5474], [0.7689, -2.1699, 0.1763], [-0.0713, -3.1408, -0.3480], [-1.4318, -2.8850, -0.4964], [-1.9465, -1.6548, -0.1177], [-1.1001, -0.6777, 0.3985], [1.0183, 0.3225, 2.9544], [0.7832, -0.8913, 3.5990], [0.6011, -0.9434, 4.9721], [0.6574, 0.2225, 5.7262], [0.8901, 1.4376, 5.0987], [1.0616, 1.4840, 3.7221], [5.1466, -0.8595, -1.5462], [6.7169, -1.0765, 0.3924], [5.8836, -0.6792, 2.6770], [3.5247, -0.0686, 3.0647], [1.8281, -2.3724, 0.2785], [0.3325, -4.1028, -0.6377], [-2.0864, -3.6478, -0.8991], [-2.9997, -1.4423, -0.2415], [-1.5057, 0.2893, 0.6711], [0.7398, -1.8074, 3.0213], [0.4166, -1.8939, 5.4563], [0.5153, 0.1824, 6.7985], [0.9292, 2.3499, 5.6800], [1.2302, 2.4356, 3.2296], [-2.3318, 1.7458, -3.9815], [-3.1176, 0.4190, -3.7811], [-4.4020, 0.1669, -4.0774], [-4.6937, -1.1330, -3.7144], [-3.4923, -1.6115, -3.1810], [-2.5488, -0.6733, -3.2224], [-2.1107, 2.4727, -2.6426], [-2.8116, 3.4923, -2.1245], [-2.2737, 3.8180, -0.8947], [-1.2185, 2.9193, -0.7395], [-1.1258, 2.1093, -1.7936], [-2.9514, 2.4508, -4.7300], [-1.2219, 1.4652, -4.4432], [-5.0121, 0.9251, -4.5390], [-5.6261, -1.6566, -3.8303], [-3.2670, -2.5851, -2.7738], [-3.6326, 3.9248, -2.6719], [-2.5871, 4.5979, -0.2237], [-0.5072, 2.8151, 0.0666]],
  "atomic_forces_ev_per_a": [[0.1031, -0.1722, 0.1430], [-0.0279, -0.3680, -1.0032], [0.0616, 0.4554, 0.6698], [-0.1634, 0.0286, 0.2848], [0.0767, 0.0108, 0.0681], [-0.0052, -0.0145, -0.1446], [-0.0589, 0.0251, 0.1223], [-0.0352, 0.0106, 0.0041], [0.1435, -0.0457, -0.0590], [-0.0394, -0.0060, 0.0546], [-0.0753, -0.0139, 0.0315], [0.0421, 0.0930, 0.0195], [-0.0488, -0.0112, -0.0191], [0.0014, -0.0407, -0.0225], [0.0251, 0.0525, 0.0414], [0.0249, -0.0736, -0.0385], [0.0057, -0.0203, -0.0046], [0.0028, -0.0614, -0.0486], [0.0071, 0.0473, 0.0212], [0.0086, 0.0017, -0.0356], [-0.0081, -0.0338, 0.0518], [0.0072, 0.0358, -0.0643], [0.0094, -0.0094, -0.0047], [0.0041, 0.0023, -0.0068], [-0.0058, 0.0024, 0.0047], [0.0674, -0.0223, 0.0199], [-0.0065, -0.0167, 0.0042], [0.0114, -0.0011, 0.0089], [0.0135, -0.0015, -0.0012], [-0.0042, 0.0071, 0.0021], [-0.0099, 0.0255, 0.0095], [0.0035, 0.0049, 0.0047], [-0.0019, -0.0029, -0.0023], [0.0002, 0.0036, 0.0019], [0.0032, 0.0051, -0.0045], [-0.0017, 0.0018, 0.0186], [0.2287, -0.1777, -0.2625], [-0.1407, -0.0880, 0.0538], [0.0882, 0.0440, -0.0451], [0.0516, -0.0907, 0.0557], [-0.0788, 0.1030, -0.0768], [-0.0057, 0.0217, -0.0790], [-0.1356, 0.1601, 0.1285], [0.0066, -0.0065, -0.0536], [-0.0246, 0.0200, 0.0037], [0.1821, -0.1224, 0.0335], [-0.0550, 0.1622, 0.0787], [-0.0257, 0.0114, -0.0014], [-0.1547, 0.0416, 0.0257], [-0.0002, 0.0038, 0.0112], [-0.0072, 0.0046, 0.0171], [-0.0221, 0.0071, -0.0274], [0.0035, -0.0167, -0.0083], [-0.0064, -0.0019, 0.0084], [-0.0342, 0.0263, 0.0103]]
}

2.
{
  "formula": "C25H22Br4N5O2RhSi",
  "method": "ωB97M-V/def2-TZVPD",
  "e_tot_ev": -328885.5196,
  "e_above_lowest_kcal_mol": 0.0,
  "multiplicity": 1,
  "max_force_ev_per_a": 0.54,
  "species": ["Rh", "C", "C", "C", "C", "C", "C", "N", "N", "Si", "C", "C", "C", "H", "H", "H", "H", "H", "H", "H", "H", "H", "H", "H", "H", "H", "H", "H", "Br", "C", "C", "Br", "C", "Br", "C", "O", "C", "O", "C", "Br", "N", "C", "C", "C", "C", "C", "C", "C", "N", "C", "C", "N", "C", "H", "H", "H", "H", "H", "H", "H"],
  "coordinates": [[0.4423, 0.7150, 0.0123], [2.1387, 1.0842, 3.3058], [0.8698, 0.2951, 3.2108], [0.2656, -0.3129, 4.2988], [-0.9332, -1.0040, 4.1096], [-1.5073, -1.1240, 2.8614], [-0.8250, -0.5300, 1.7885], [0.2923, 0.2049, 2.0120], [-1.0609, -0.5270, 0.4637], [-2.4863, -0.9672, -0.4471], [-2.0865, -0.7737, -2.2495], [-3.9240, 0.1317, 0.0489], [-2.9212, -2.7461, -0.0691], [1.9267, 2.1158, 3.5948], [2.6495, 1.0884, 2.3442], [2.8002, 0.6565, 4.0574], [0.7279, -0.2540, 5.2734], [-1.4171, -1.4690, 4.9599], [-2.4189, -1.6815, 2.7040], [-1.9509, 0.2681, -2.5413], [-2.8935, -1.1955, -2.8542], [-1.1644, -1.3023, -2.4990], [-3.7429, 1.1803, -0.2010], [-4.1428, 0.0619, 1.1179], [-4.8214, -0.1843, -0.4904], [-2.0950, -3.4005, -0.3544], [-3.8035, -3.0502, -0.6371], [-3.1327, -2.9211, 0.9871], [4.8117, -2.3584, -4.2938], [3.4447, -1.2782, -3.5757], [2.5816, -0.5731, -4.4166], [2.7635, -0.6860, -6.2896], [1.5735, 0.2186, -3.8699], [0.3690, 1.2155, -4.9257], [1.4208, 0.3134, -2.4919], [0.4942, 1.0739, -1.9129], [2.2826, -0.4053, -1.6467], [2.0858, -0.2699, -0.3333], [3.2898, -1.1905, -2.1922], [4.4066, -2.1032, -0.9813], [-6.7454, 6.3723, 5.5208], [-6.0346, 5.8828, 4.7631], [-5.1436, 5.2699, 3.8148], [-4.5130, 6.0507, 2.8494], [-3.6489, 5.4631, 1.9438], [-3.4308, 4.0939, 1.9972], [-4.0663, 3.3059, 2.9473], [-4.9159, 3.8970, 3.8641], [-2.5481, 3.4857, 1.0670], [-2.4441, 3.7581, -0.2825], [-1.4944, 2.9187, -0.7690], [-1.0204, 2.1446, 0.2664], [-1.6715, 2.4960, 1.3483], [-4.6911, 7.1166, 2.8205], [-3.1324, 6.0677, 1.2106], [-3.9133, 2.2346, 2.9549], [-5.4173, 3.2957, 4.6095], [-3.0681, 4.4867, -0.7678], [-1.1158, 2.7874, -1.7688], [-1.5339, 2.0814, 2.3327]],
  "atomic_forces_ev_per_a": [[-0.3078, 0.3489, 0.2826], [0.0080, -0.0357, 0.0117], [-0.0597, 0.1020, 0.0153], [0.0112, -0.0064, 0.0047], [-0.0044, 0.0222, -0.0152], [-0.0155, -0.0172, 0.0378], [0.0202, -0.0983, -0.0988], [0.1153, -0.1067, -0.1002], [0.1734, -0.1543, 0.1417], [0.0064, -0.0154, -0.0904], [-0.0498, 0.0094, 0.0211], [-0.0495, -0.0119, -0.0449], [0.0505, -0.0090, 0.0320], [-0.0007, 0.0084, -0.0278], [0.0018, -0.0025, -0.0013], [-0.0073, 0.0154, 0.0123], [-0.0041, -0.0020, 0.0014], [0.0060, -0.0024, 0.0028], [0.0172, 0.0074, -0.0003], [0.0292, 0.0079, 0.0216], [0.0082, -0.0018, -0.0043], [0.0083, -0.0135, -0.0101], [0.0255, -0.0187, -0.0108], [0.0143, -0.0162, 0.0099], [-0.0252, 0.0316, 0.0323], [-0.0062, -0.0056, -0.0007], [0.0004, 0.0132, -0.0083], [-0.0192, -0.0009, -0.0208], [0.0082, -0.0033, -0.0054], [-0.0273, 0.0175, 0.0249], [0.0122, -0.0120, -0.0126], [-0.0025, 0.0021, -0.0018], [-0.0296, 0.0277, 0.0000], [0.0070, -0.0082, 0.0057], [0.0206, -0.0288, -0.1018], [0.0463, 0.0544, 0.0012], [-0.0953, 0.0217, 0.0827], [-0.0075, -0.2361, -0.0177], [0.0318, -0.0362, -0.0206], [-0.0081, 0.0061, -0.0074], [-0.0004, -0.0009, 0.0008], [0.0004, 0.0025, -0.0013], [0.0061, -0.0069, -0.0076], [-0.0001, 0.0036, 0.0035], [0.0040, 0.0118, -0.0060], [-0.0307, -0.0138, 0.0051], [-0.0078, -0.0039, 0.0078], [-0.0024, 0.0004, 0.0048], [-0.0415, -0.0750, -0.0004], [0.0224, 0.0037, -0.0311], [-0.0222, -0.0035, 0.0313], [0.1203, 0.1289, -0.1639], [0.0136, 0.0400, -0.0037], [-0.0011, -0.0009, 0.0015], [0.0047, -0.0100, -0.0050], [0.0048, 0.0036, -0.0061], [-0.0017, 0.0019, 0.0002], [0.0013, 0.0145, 0.0191], [0.0092, 0.0201, -0.0004], [0.0189, 0.0310, 0.0114]]
}

3.
{
  "formula": "C25H22CdGeN2O4",
  "method": "ωB97M-V/def2-TZVPD",
  "e_tot_ev": -98513.7549,
  "e_above_lowest_kcal_mol": 0.0,
  "total_charge": 2,
  "multiplicity": 1,
  "max_force_ev_per_a": 0.83,
  "species": ["Cd", "O", "C", "C", "C", "C", "C", "C", "C", "O", "N", "O", "O", "H", "H", "H", "H", "N", "C", "C", "C", "C", "C", "C", "H", "H", "H", "H", "H", "H", "H", "Ge", "C", "C", "C", "C", "C", "C", "C", "C", "C", "C", "C", "C", "H", "H", "H", "H", "H", "H", "H", "H", "H", "H", "H"],
  "coordinates": [[-0.4488, -0.2227, -0.2568], [-2.1683, 0.9778, -0.5648], [-3.2880, 0.4506, -0.7794], [-3.6720, -0.9202, -0.7646], [-5.0292, -1.1318, -1.1149], [-5.5487, -2.3870, -1.1045], [-4.7783, -3.4897, -0.7188], [-3.4633, -3.3149, -0.3750], [-2.8563, -2.0416, -0.4015], [-1.5874, -1.9665, -0.0976], [-6.9534, -2.5921, -1.5023], [-7.5791, -1.6087, -1.8292], [-7.3962, -3.7117, -1.3770], [-4.0913, 1.1602, -1.0033], [-5.6623, -0.2999, -1.3960], [-5.2417, -4.4668, -0.6952], [-2.8532, -4.1540, -0.0697], [1.4156, -0.7599, 0.9347], [2.0217, -1.8278, 0.1870], [1.6287, -3.1348, 0.3772], [2.2764, -4.1507, -0.3238], [3.3124, -3.8736, -1.2092], [3.6804, -2.5605, -1.4335], [3.0053, -1.5101, -0.7763], [1.0989, -1.0836, 1.8467], [2.0713, 0.0011, 1.0921], [0.8420, -3.3753, 1.0821], [1.9794, -5.1762, -0.1485], [3.8299, -4.6763, -1.7144], [4.5156, -2.3204, -2.0815], [3.4043, -0.5010, -0.8409], [1.7696, -1.0920, -2.7143], [0.9581, -2.6052, -3.4763], [1.6961, -3.5484, -4.2046], [1.0387, -4.5653, -4.8713], [-0.3502, -4.6423, -4.8225], [-1.0870, -3.7053, -4.1157], [-0.4360, -2.6832, -3.4397], [2.9345, 0.1988, -3.4268], [2.4472, 1.5084, -3.4954], [3.2205, 2.4971, -4.0851], [4.4738, 2.1843, -4.5906], [4.9619, 0.8841, -4.5218], [4.1943, -0.1133, -3.9467], [0.6524, -0.2855, -1.9158], [2.7757, -3.4860, -4.2679], [1.6016, -5.2936, -5.4386], [-0.8601, -5.4365, -5.3516], [-2.1665, -3.7666, -4.0916], [-1.0230, -1.9580, -2.8951], [1.4707, 1.7673, -3.1018], [2.8459, 3.5094, -4.1482], [5.0767, 2.9585, -5.0457], [5.9379, 0.6494, -4.9237], [4.5802, -1.1263, -3.9247]],
  "atomic_forces_ev_per_a": [[-0.4292, 0.0448, 0.3055], [0.1613, -0.0367, -0.0525], [-0.0011, -0.0403, 0.0437], [-0.1126, 0.1127, 0.0060], [0.0164, -0.0522, -0.0048], [0.0299, -0.0267, -0.2230], [0.0767, -0.0207, 0.0284], [-0.0456, -0.0243, -0.0001], [0.0716, -0.0101, -0.0442], [0.0302, 0.0361, -0.0186], [-0.1714, 0.1507, 0.7957], [0.0259, -0.0158, -0.2829], [0.0569, -0.0771, -0.2820], [0.0004, -0.0067, -0.0178], [0.0013, -0.0024, -0.0029], [0.0086, 0.0005, -0.0143], [-0.0006, 0.0034, -0.0121], [0.0413, -0.0607, -0.1552], [0.1540, 0.1377, 0.0221], [-0.0258, -0.0857, -0.0139], [0.0179, 0.0375, -0.0187], [-0.0709, 0.0044, -0.0331], [0.1425, -0.0557, 0.0800], [-0.0686, 0.0444, 0.1036], [-0.0229, -0.0273, -0.0192], [-0.0278, 0.0204, 0.0150], [-0.0127, -0.0022, -0.0151], [-0.0021, -0.0049, -0.0110], [0.0011, -0.0279, 0.0130], [-0.0617, -0.0126, 0.0075], [0.0785, -0.0566, 0.1597], [-0.2100, -0.0122, 0.2444], [-0.0511, -0.3321, -0.1716], [-0.0388, 0.0597, 0.0024], [-0.0117, 0.0192, 0.0207], [-0.0042, -0.0373, -0.0433], [0.0081, 0.0473, 0.0443], [0.0526, -0.1654, 0.0002], [0.1853, 0.3241, -0.2885], [0.1425, -0.0159, -0.0049], [-0.0004, 0.0056, 0.0217], [0.0191, 0.0029, -0.0128], [0.0015, 0.0229, 0.0110], [-0.0459, -0.0024, -0.0496], [0.1796, 0.0186, -0.2031], [0.0133, 0.0091, 0.0118], [0.0082, 0.0011, -0.0002], [0.0037, -0.0031, 0.0053], [-0.0009, 0.0046, 0.0009], [-0.0714, 0.0888, 0.1007], [-0.0150, -0.0152, -0.0068], [-0.0020, 0.0041, 0.0000], [0.0016, 0.0012, -0.0032], [0.0030, -0.0018, -0.0052], [-0.0288, 0.0304, -0.0331]]
}

4.
{
  "formula": "C25H22CeClNP",
  "method": "ωB97M-V/def2-TZVPD",
  "e_tot_ev": -62497.4133,
  "total_charge": 2,
  "multiplicity": 2,
  "max_force_ev_per_a": 3.26,
  "species": ["Ce", "Cl", "P", "C", "C", "C", "C", "C", "C", "C", "C", "C", "C", "C", "C", "C", "C", "C", "C", "C", "C", "H", "H", "H", "H", "H", "H", "H", "H", "H", "H", "H", "H", "H", "H", "H", "H", "H", "N", "C", "C", "C", "C", "C", "C", "C", "H", "H", "H", "H", "H"],
  "coordinates": [[0.7338, -0.0971, 1.1899], [3.1760, -0.5010, 1.4396], [-0.0135, -0.0154, -1.7305], [-0.7471, 1.5546, -2.2722], [-1.9968, 1.6505, -2.9308], [-2.4438, 2.8776, -3.4624], [-1.7103, 4.0553, -3.2227], [-0.5726, 4.0054, -2.3975], [-0.1245, 2.7737, -1.8942], [1.6637, -0.2480, -2.4516], [2.3723, -1.4296, -2.1260], [3.6997, -1.5996, -2.5437], [4.3318, -0.6087, -3.2997], [3.6659, 0.5952, -3.5692], [2.3453, 0.7843, -3.1331], [-1.0066, -1.4000, -2.3691], [-1.5841, -2.3648, -1.4960], [-2.3969, -3.3885, -2.0147], [-2.6419, -3.4811, -3.3907], [-2.0376, -2.5605, -4.2714], [-1.2044, -1.5456, -3.7541], [1.8795, -2.2150, -1.5353], [4.2413, -2.5118, -2.2525], [5.3600, -0.7523, -3.6305], [4.1936, 1.4071, -4.0715], [1.8390, 1.7398, -3.2871], [-2.6112, 0.7623, -3.0522], [-3.3745, 2.9309, -4.0489], [-2.0688, 5.0204, -3.6129], [-0.0409, 4.9417, -2.1427], [0.7377, 2.7575, -1.2246], [-1.4035, -2.3264, -0.4221], [-2.8668, -4.1302, -1.3449], [-3.2902, -4.2737, -3.8034], [-2.2237, -2.6216, -5.3493], [-0.7378, -0.8380, -4.4390], [-1.5723, 0.8261, 0.9873], [-1.7134, 0.1132, 1.1275], [-0.0567, 0.1537, 3.4548], [0.0519, 0.1093, 4.6329], [0.0664, 0.0640, 6.0211], [-1.1759, 0.1867, 6.6441], [-1.2151, 0.1184, 8.0420], [-0.0320, -0.0703, 8.7688], [1.2075, -0.1916, 8.1106], [1.2763, -0.1240, 6.7250], [-2.0889, 0.3353, 6.0768], [-2.1680, 0.2142, 8.5451], [-0.0711, -0.1263, 9.8679], [2.1097, -0.3369, 8.6946], [2.2395, -0.2190, 6.2186]],
  "atomic_forces_ev_per_a": [[1.2604, -0.2601, -0.3678], [-0.2320, 0.0744, 0.0503], [0.1060, -0.6344, 0.0197], [-0.7673, 1.1129, 0.2537], [0.4394, 0.2086, -0.4644], [0.3205, 0.1183, 0.4538], [-0.0736, -0.3694, 0.2286], [-0.1078, -0.0159, 0.1107], [-0.1312, -0.0820, -0.5546], [0.7569, 0.4264, 0.0358], [-0.0985, 0.3397, -0.0885], [-0.3470, -0.1879, 0.1629], [-0.2900, 0.2753, 0.2123], [-0.2105, -0.2127, 0.3137], [-0.0453, -0.3247, 0.1585], [-0.4842, -0.8250, 0.1282], [-0.1026, 0.2470, -1.0314], [-0.0183, -0.0780, 0.2027], [0.2886, 0.3694, -0.3681], [0.1952, 0.1340, 0.7150], [-0.5363, -0.2799, -0.1041], [0.2062, 0.1870, -0.3211], [-0.3159, 0.4888, -0.2701], [-0.2782, 0.0570, 0.0816], [-0.2301, -0.2772, 0.0366], [0.2242, -0.3119, -0.1700], [0.1952, 0.0730, -0.2336], [0.5342, -0.1450, 0.4368], [0.2818, -0.6052, 0.1553], [-0.3724, -0.7443, -0.1247], [0.0719, 0.0472, -0.3028], [-0.0990, 0.0571, -0.0515], [0.4078, 0.5447, -0.3531], [0.4202, 0.5236, 0.3969], [0.1630, 0.0087, 0.4883], [-0.0978, -0.1422, 0.1039], [-0.4188, 0.2375, -0.1078], [-0.5343, -0.0088, 0.0168], [0.3538, -0.1616, 2.5887], [-0.3354, 0.1632, -3.2396], [0.4478, -0.0911, 0.2297], [-0.1520, -0.0212, 1.3336], [0.3203, -0.0050, -0.4710], [-0.0062, -0.0057, -0.1158], [-0.3495, 0.0701, -0.0819], [-0.1172, -0.0331, 0.5672], [0.1719, -0.0349, 0.0089], [0.0744, -0.0151, 0.0540], [0.0286, 0.0377, -0.6664], [-0.0914, 0.0190, -0.1069], [-0.4256, 0.0514, 0.0508]]
}